# 1
C20H22N9O4S2Y as an isolated structure, computed with wB97M-V/def2-TZVPD.

Summary:
**E_LUMO**: -5.5 eV
**Gap between HOMO and LUMO**: 8.6 eV
**DFT total energy**: -65403.4193 eV
**Max |F|**: 0.957 eV Å⁻¹
**Energy relative to the best compared isomer or geometry (same formula, charge and spin)**: 0.0 kJ/mol
**HOMO**: -14.09 eV
**Charge**: +2

Cartesian coordinates (Å):
Y -1.55571 0.75351 0.68398
N -3.15386 2.18656 2.23600
N -3.83656 3.30907 1.75060
C -3.59967 3.76156 0.51206
N -4.28208 4.82535 0.11714
S -2.47133 3.04439 -0.56279
H -3.82541 1.46560 2.48948
H -2.63831 2.44643 3.07260
H -4.50469 3.75726 2.36078
H -4.95340 5.29963 0.70222
H -4.13981 5.18174 -0.81361
O -0.31483 -1.77604 6.17959
C 0.63791 -0.90724 5.85986
O 1.61702 -0.73316 6.52537
C 0.49730 -0.13648 4.57638
C 1.47696 0.76232 4.19102
N 1.10253 1.28809 3.01960
N -0.07914 0.80183 2.59999
C -0.44421 -0.07247 3.54829
C -1.72175 -0.81360 3.33498
O -2.12897 -1.61580 4.13734
O -2.31707 -0.49620 2.19943
H -1.01339 -1.79142 5.49531
H 2.39299 1.04354 4.68546
H 1.59544 1.96862 2.46506
S 4.27492 0.86405 -3.03941
C 2.85859 0.79325 -2.03577
C 2.46183 -0.31820 -1.28373
C 1.29922 -0.24492 -0.55471
N 0.51722 0.84819 -0.49916
C 0.91401 1.92389 -1.21191
C 2.05024 1.93822 -1.98017
C 4.96264 -0.75081 -2.84314
C 5.89894 -1.00738 -1.85160
C 6.40217 -2.29672 -1.74881
N 6.04716 -3.30533 -2.54618
C 5.16452 -3.02473 -3.50631
C 4.59444 -1.77578 -3.70256
H 3.04344 -1.22864 -1.27480
H 0.97803 -1.10879 0.02013
H 0.28383 2.80396 -1.16120
H 2.30187 2.83506 -2.53032
H 6.23709 -0.22585 -1.18438
H 7.13375 -2.52643 -0.98255
H 4.90034 -3.84450 -4.16458
H 3.89289 -1.60719 -4.50816
C -3.58905 -2.08128 -4.03120
N -3.23813 -1.79825 -2.63256
C -3.41942 -2.65601 -1.56731
C -2.93753 -2.01820 -0.47537
N -2.45403 -0.76997 -0.85802
C -2.65764 -0.69355 -2.16942
H -4.43258 -2.76499 -4.02682
H -2.74571 -2.53267 -4.54619
H -3.88350 -1.15591 -4.51733
H -3.87396 -3.62245 -1.69804
H -2.92148 -2.34099 0.55120
H -2.40412 0.13983 -2.80581

Cartesian forces (eV/Å) of the 3 atoms listed first:
-0.18 0.65 -0.31
-0.02 -0.03 -0.16
0.25 -0.21 -0.04

---

# 2
C6H11NO5 as an isolated structure in a non-equilibrium geometry, computed with wB97M-V/def2-TZVPD.

Summary:
**E_LUMO**: -1.0 eV
**Gap between HOMO and LUMO**: 8.5 eV
**DFT total energy**: -18121.4246 eV
**Max |F|**: 4.312 eV Å⁻¹
**Energy relative to the best compared isomer or geometry (same formula, charge and spin)**: 308.2 kJ/mol
**HOMO**: -9.55 eV
**Charge**: 0

Cartesian coordinates (Å):
C 1.09532 -2.25233 -0.53655
C 1.01578 -1.16336 0.53538
O 1.38946 -1.29581 1.65990
C 0.36552 0.19440 -0.01589
C -1.05522 0.44169 0.47205
C -1.47721 1.79549 -0.09721
C -1.95520 -0.71266 0.03159
O -0.95769 0.51192 1.91185
O 1.14801 1.20535 0.52611
O 2.14539 1.66372 -0.73497
N 3.40547 1.36986 -0.32789
O 4.19071 1.60278 -1.22360
H 0.87628 -1.92022 -1.58345
H 2.10872 -2.68721 -0.49328
H 0.39429 -3.06188 -0.25385
H 0.42759 0.20614 -1.13719
H -1.44060 1.74714 -1.19326
H -2.49853 2.01633 0.21863
H -0.78984 2.57182 0.26892
H -1.89188 -0.82202 -1.06302
H -1.64227 -1.65143 0.51669
H -2.99006 -0.47803 0.30422
H -1.86406 0.71832 2.21481

Cartesian forces (eV/Å) of the 3 atoms listed first:
0.21 -0.52 -0.01
-1.05 0.34 -1.79
0.12 0.06 -0.03

---

# 3
An isolated ion of composition C8H17N2S and charge +1 in a non-equilibrium geometry, computed with wB97M-V/def2-TZVPD.

Summary:
**E_LUMO (spin up / spin down)**: -5.4 / -5.4 eV
**Gap between HOMO and LUMO (spin up / spin down)**: 5.5 / 5.5 eV
**DFT total energy**: -22375.7622 eV
**Max |F|**: 4.434 eV Å⁻¹
**Energy relative to the best compared isomer or geometry (same formula, charge and spin)**: 479.3 kJ/mol
**HOMO (spin up / spin down)**: -10.86 / -10.86 eV
**Charge**: +1

Cartesian coordinates (Å):
C 2.41877 0.09068 -0.71020
C -1.17998 -1.61849 0.04274
C -0.07973 -0.65873 -0.47340
C -2.11246 0.97256 -0.47277
C 0.24668 1.84904 -0.94153
C -0.41608 1.06710 1.50913
C 1.83459 -1.41636 1.04639
C -0.51389 0.81353 -0.07615
N 1.47019 -0.66485 -0.16373
N -2.14195 -2.15239 -0.69440
S 3.98607 -0.05121 -0.22117
H -1.31845 -1.82677 1.02828
H -0.05601 -0.66843 -1.58022
H -2.42094 2.00014 -0.27494
H -2.70903 0.39696 0.21071
H -2.26570 0.56726 -1.50362
H 0.26267 2.82577 -0.46904
H 1.40650 1.49801 -1.12715
H -0.25575 2.04282 -1.87089
H 0.61128 0.95409 1.91754
H -1.10097 0.43346 2.03223
H -0.76725 2.02667 1.73313
H 2.16099 -0.69235 1.94795
H 1.09767 -2.14660 1.32525
H 2.66299 -2.05137 0.83597
H -2.95877 -2.52749 -0.20566
H 4.27869 0.82886 -1.22554
H -2.14014 -1.89188 -1.61890

Cartesian forces (eV/Å) of the 3 atoms listed first:
-3.28 -1.19 -1.34
0.88 0.27 -3.21
1.31 1.62 -1.50

---

# 4
C38H110B2F3N9O14SV as an isolated structure in a non-equilibrium geometry, computed with wB97M-V/def2-TZVPD.

Summary:
**E_LUMO**: 3.5 eV
**Multiplicity**: 2
**⟨S²⟩**: 0.78
**Gap between HOMO and LUMO**: 6.2 eV
**DFT total energy**: -129282.1846 eV
**Max |F|**: 4.733 eV Å⁻¹
**HOMO**: -2.62 eV
**Charge**: -2

Cartesian coordinates (Å):
O 0.54884 0.11299 0.45571
V -0.27223 -1.14296 -0.06040
B -2.17973 -0.63738 1.04431
H -2.99935 -0.76887 1.73364
H -2.02750 0.38597 0.73802
H -1.30659 -1.02354 1.54704
H -2.36493 -1.22484 0.15840
B -3.72423 -3.36054 -2.35796
H -4.15392 -3.49585 -1.37750
H -4.58693 -3.30779 -3.00386
H -3.12537 -2.46374 -2.39462
H -3.13268 -4.23056 -2.59750
C -2.48560 2.38794 -1.88916
F -3.55720 2.69172 -2.60277
F -1.43681 3.10022 -2.29773
F -2.77036 2.53413 -0.60305
S -2.26000 0.53164 -2.35515
O -2.11799 0.43652 -3.81308
O -1.06427 0.06075 -1.60512
O -3.51414 -0.12014 -1.93068
C 2.31959 -1.25565 -2.31537
O 1.19254 -1.74418 -1.61912
H 2.62897 -0.30066 -1.89064
H 3.22433 -1.85407 -2.20842
H 2.11072 -0.94304 -3.33847
C 0.18165 -4.61168 -3.77175
C -0.40265 -3.55520 -4.77853
C -1.73533 -3.79054 -5.35368
O -2.26806 -2.71117 -6.07228
C -3.18540 -2.91544 -7.10464
N -0.47797 -2.33117 -3.94799
H 0.74087 -5.41966 -4.24350
H -0.61151 -5.04770 -3.16438
H 0.83458 -4.18633 -3.00962
H 0.30400 -3.44044 -5.60046
H -2.44634 -4.05474 -4.57089
H -1.72801 -4.62850 -6.05072
H -2.92548 -3.63575 -7.88032
H -3.33173 -1.95540 -7.59963
H -4.15305 -3.12761 -6.64995
H 0.35616 -2.14800 -3.40876
H -1.12393 -2.50293 -3.19080
C -2.82391 4.66153 2.74617
C -2.80955 3.13801 3.05291
C -3.03914 2.81111 4.60157
O -1.74787 3.12113 5.20122
C -1.73247 2.64179 6.59542
N -3.57633 2.22278 2.21239
H -2.41886 4.84593 1.75117
H -2.14440 5.17155 3.42899
H -3.77560 5.17032 2.89954
H -1.83266 2.81154 2.69626
H -3.44959 1.81498 4.76703
H -3.84204 3.42761 5.00577
H -0.73191 2.73666 7.01731
H -1.93531 1.57302 6.52699
H -2.46033 3.05288 7.29494
H -3.35714 1.25371 2.39396
H -3.28160 2.40692 1.26406
C 2.18227 2.42189 5.25115
C 1.51393 1.01036 5.03437
C 0.57604 1.02837 3.83189
O 0.00510 -0.26651 3.53578
C -1.03436 -0.64975 4.35954
N 2.59599 -0.01780 4.99355
H 2.18754 2.97262 4.31052
H 3.20716 2.53978 5.60299
H 1.61154 3.13784 5.84258
H 0.91896 0.72934 5.90335
H 1.05542 1.23933 2.87597
H -0.20287 1.79006 3.86698
H -1.82686 0.09845 4.37521
H -0.70447 -0.84618 5.37968
H -1.41315 -1.56521 3.90507
H 2.19015 -0.94230 5.01998
H 3.02980 0.07410 4.08610
C -1.88827 -5.08909 0.81509
C -1.32735 -3.66944 0.84220
C -0.02320 -3.81037 1.66778
O 0.65860 -2.56940 1.52237
C 1.92476 -2.51987 2.15897
N -1.22809 -3.22833 -0.51664
H -2.04032 -5.26121 1.88062
H -1.19964 -5.82105 0.39305
H -2.87930 -5.17902 0.37027
H -2.06447 -3.06953 1.37591
H 0.58114 -4.53049 1.11614
H -0.23316 -4.14156 2.68481
H 2.30842 -1.50022 2.12402
H 2.71625 -3.18862 1.82070
H 1.89869 -2.59221 3.24626
H -2.14282 -3.32771 -0.93317
H -0.62357 -3.83631 -1.05050
C 0.68834 6.62783 0.60883
C 1.30639 5.22213 0.62815
C 2.09177 5.05810 1.92249
O 3.25575 5.91536 1.94914
C 3.91507 5.96891 3.15440
N 0.23761 4.24805 0.66249
H 0.03094 6.90150 1.43407
H 0.09196 6.76011 -0.29391
H 1.44570 7.40542 0.50949
H 1.98285 5.00699 -0.19902
H 2.44093 4.03390 2.05363
H 1.42547 5.22166 2.76948
H 3.19272 6.39031 3.85349
H 4.76221 6.64923 3.06718
H 4.12337 4.94552 3.46649
H -0.46944 4.44331 -0.03181
H 0.59162 3.36839 0.31468
C 3.42560 2.33503 -3.09794
C 2.23634 3.11844 -2.57027
C 1.84319 4.18161 -3.44543
O 1.34315 3.65742 -4.69688
C 0.69768 4.58748 -5.60445
N 1.13376 2.21099 -2.18937
H 3.34786 1.82758 -4.05948
H 3.80763 1.60836 -2.38093
H 4.21767 3.07788 -3.19221
H 2.50076 3.55751 -1.60829
H 2.65659 4.89788 -3.56139
H 0.99742 4.64272 -2.93540
H -0.18032 4.03852 -5.94483
H 1.28086 4.89733 -6.47162
H 0.12788 5.38698 -5.13092
H 1.30158 1.26840 -2.51102
H 0.29697 2.47977 -2.68700
C -5.91161 -0.87495 2.62439
C -6.13149 -1.02901 1.14844
C -6.47956 0.31587 0.50766
O -6.87717 0.18871 -0.85447
C -6.84455 1.48082 -1.39122
N -4.92833 -1.65127 0.58465
H -5.16631 -0.08649 2.72905
H -5.52053 -1.73713 3.16457
H -6.84271 -0.60121 3.12061
H -6.91601 -1.78131 1.06673
H -5.64512 1.01565 0.55356
H -7.34842 0.73862 1.01211
H -7.13945 1.49338 -2.44049
H -5.89406 1.98970 -1.23092
H -7.50078 2.18638 -0.88166
H -4.64493 -2.45755 1.12288
H -4.10865 -1.09102 0.76997
C 4.88982 0.86576 1.07067
C 5.49917 1.37356 -0.18301
C 6.87861 2.06612 0.06643
O 6.74457 2.99077 1.10661
C 6.36393 4.31028 0.76097
N 5.74617 0.22060 -1.05066
H 5.53997 0.16809 1.59856
H 3.93819 0.35195 0.93463
H 4.65805 1.69830 1.73494
H 4.88843 2.11840 -0.69321
H 7.32202 2.49610 -0.83168
H 7.69632 1.39158 0.32028
H 5.46814 4.28294 0.14057
H 7.16395 4.77723 0.18648
H 6.20154 4.79239 1.72498
H 4.98305 -0.44049 -1.02433
H 6.58516 -0.21103 -0.69027
C 3.41008 -5.44292 -0.17490
C 3.20557 -6.23562 -1.38895
C 1.72903 -6.78497 -1.35812
O 1.28277 -7.28409 -2.66639
C 0.06258 -7.90829 -2.51182
N 3.25057 -5.34811 -2.48482
H 3.23621 -6.03738 0.72203
H 2.84061 -4.51403 -0.14369
H 4.48450 -5.26915 -0.11543
H 3.95561 -6.99648 -1.60490
H 1.07735 -5.92145 -1.22495
H 1.49719 -7.53051 -0.59752
H 0.16232 -8.65597 -1.72498
H -0.16377 -8.55624 -3.35860
H -0.77850 -7.21513 -2.52679
H 2.74560 -4.51659 -2.21338
H 2.84221 -5.66249 -3.35344

Cartesian forces (eV/Å) of the 3 atoms listed first:
0.06 -1.55 0.14
2.06 2.51 -2.36
-0.16 0.74 -0.03

---

# 5
C28H45CdN4OSi as an isolated structure, computed with wB97M-V/def2-TZVPD.

Summary:
**E_LUMO**: -2.7 eV
**Gap between HOMO and LUMO**: 8.4 eV
**DFT total energy**: -50211.3564 eV
**Max |F|**: 0.860 eV Å⁻¹
**HOMO**: -11.12 eV
**Charge**: +1

Cartesian coordinates (Å):
Cd -0.25976 -0.20768 -0.02649
C 0.74285 3.74729 0.41135
C -0.33377 3.29816 -0.53467
C -1.44004 4.26213 -0.86321
O -0.31209 2.17685 -1.01209
H 0.69516 4.80879 0.63645
H 1.71636 3.49276 -0.00777
H 0.64239 3.17856 1.33775
H -1.34372 5.20404 -0.33391
H -2.40767 3.81285 -0.63658
H -1.43445 4.44959 -1.93761
C -1.76030 2.04698 4.14177
C -1.37623 1.80924 2.83286
N -0.72535 0.71108 2.45467
C -0.40906 -0.18570 3.38237
C -0.73324 -0.03638 4.73137
C -1.43819 1.10801 5.10322
C -0.44844 -1.05443 5.74034
C 0.72771 -1.60914 6.04868
C 2.03304 -1.28889 5.49020
C 3.17618 -1.90086 6.01694
C 4.39504 -1.52227 5.47969
N 4.48413 -0.62922 4.50492
C 3.34964 -0.11900 4.06417
N 2.13766 -0.40193 4.49529
H -2.30677 2.93796 4.40221
H -1.60649 2.52112 2.05214
H 0.11899 -1.06753 3.03754
H -1.71136 1.25429 6.13656
H -1.31330 -1.34566 6.32452
H 0.76139 -2.34093 6.84781
H 3.10691 -2.61999 6.81451
H 5.32712 -1.94224 5.83172
H 3.42116 0.59312 3.25115
C 3.90329 -3.70006 2.66781
C 2.85388 -3.89821 1.56512
C 3.51066 -4.49882 0.31417
C 1.68738 -4.76221 2.06929
C 2.30817 -2.60483 1.22889
N 1.83493 -1.59254 0.96868
H 4.39260 -4.64742 2.87662
H 3.43690 -3.33768 3.58116
H 4.65910 -2.98482 2.35167
H 3.92006 -5.47563 0.55931
H 4.32426 -3.86189 -0.02629
H 2.79333 -4.61529 -0.49849
H 2.07038 -5.69468 2.47708
H 0.99888 -4.99146 1.25811
H 1.13859 -4.24045 2.85213
C -2.66301 -2.50631 1.04190
Si -2.13487 -1.75750 -0.65346
C -3.56714 -0.61638 -1.32336
C -3.18801 0.03453 -2.65463
C -3.78700 0.50756 -0.30778
C -4.88157 -1.38029 -1.49869
C -1.48051 -3.20106 -1.79474
C -0.91027 -2.67589 -3.11236
C -2.57739 -4.22551 -2.09168
C -0.36157 -3.91517 -1.03734
H -3.48883 -3.20341 0.94921
H -2.96740 -1.72404 1.73223
H -1.83710 -3.03652 1.50733
H -2.23844 0.56714 -2.57386
H -3.95857 0.74751 -2.94532
H -3.11052 -0.69974 -3.45098
H -2.86243 1.07134 -0.15029
H -4.12530 0.11848 0.64983
H -4.55012 1.19033 -0.67869
H -4.79271 -2.14549 -2.26435
H -5.66903 -0.69381 -1.80699
H -5.19221 -1.85598 -0.57153
H -1.69640 -2.29688 -3.75903
H -0.40892 -3.48234 -3.64711
H -0.18370 -1.87707 -2.94040
H -3.37752 -3.79406 -2.68603
H -3.00470 -4.61783 -1.17203
H -2.16033 -5.06129 -2.65209
H 0.43877 -3.21894 -0.77604
H 0.05597 -4.71470 -1.64857
H -0.75299 -4.36670 -0.12991

Cartesian forces (eV/Å) of the 3 atoms listed first:
0.04 0.25 0.47
0.14 -0.08 -0.02
0.04 0.35 0.22

---

Which value of charge does entry 3 give?
+1

---

Which of these has the lowest DFT total energy?
C38H110B2F3N9O14SV

---

Which of these has the highest charge?
C20H22N9O4S2Y

---

Which formula does entry 2 have?
C6H11NO5